# FH2NS2

The molecule FH2NS2 in a non-equilibrium geometry (ωB97M-V with the def2-TZVPD basis set, the Open Molecules 2025 dataset).

Last column: natural (NBO) charge in e.
Element x y z (Å)
N 0.30163 0.37133 -1.10737  -1.02
F -1.25150 1.73583 0.64337  -0.52
S 1.08188 -0.58071 -0.21117  0.67
S -1.14027 1.14177 -0.97318  0.80
H 0.48305 -1.88790 0.64187  -0.04
H 0.52520 -0.78032 1.00648  0.11

Computed properties:
Kohn-Sham gap = 8.138 eV
total energy = -952.0138 Ha
E_HOMO = -8.57 eV
molecular weight = 99.155 g mol⁻¹

# C2H13NO3S

A 4-piece molecular cluster, C2H13NO3S overall in a non-equilibrium geometry (ωB97M-V with the def2-TZVPD basis set, the Open Molecules 2025 dataset).

Last column: natural (NBO) charge in e.
Element x y z (Å)
N -1.20006 0.12318 -1.18519  -0.84
C 0.01843 0.67111 -0.54596  -0.25
C -0.16085 2.01465 0.12065  -0.53
S -0.30072 1.97667 1.95652  -0.08
H -0.90005 -0.70168 -1.69258  0.37
H -1.48231 0.79141 -1.89460  0.36
H 0.44719 -0.08030 0.12454  0.20
H 0.82838 0.74013 -1.29837  0.17
H -1.05126 2.52320 -0.25600  0.22
H 0.66380 2.69873 -0.06210  0.23
H -1.28429 1.08313 2.07625  0.16
O 1.14465 -3.96464 -1.69461  -0.94
H 1.91796 -3.40902 -1.84892  0.47
H 0.80686 -3.66680 -0.83993  0.47
O -2.53748 -0.62125 1.33535  -0.97
H -2.07834 -0.24633 0.56933  0.49
H -3.46778 -0.42581 1.24330  0.47
O 3.13028 -0.13944 1.29690  -0.93
H 2.55053 0.16309 0.58365  0.46
H 2.95506 0.46996 2.01175  0.48

Computed properties:
Kohn-Sham gap = 9.610 eV
total energy = -762.6383 Ha
SMILES = NCCS.O.O.O
E_HOMO = -9.24 eV
molecular weight = 131.197 g mol⁻¹

# C6H6F3N3

A 2-piece molecular cluster, C6H6F3N3 overall in a non-equilibrium geometry (ωB97M-V with the def2-TZVPD basis set, the Open Molecules 2025 dataset).

Last column: natural (NBO) charge in e.
Element x y z (Å)
C 1.18410 1.38601 1.60016  0.15
C 1.05784 0.90417 -0.54651  0.35
C 0.08978 -1.87255 1.40570  -0.48
C -0.02760 -0.70392 0.87517  0.28
C 0.80173 0.34832 -1.81125  -0.66
C -2.34362 -0.54263 -0.37540  0.92
N 1.78296 2.31238 0.97281  -0.24
N 1.73253 2.00042 -0.38899  -0.28
N 0.56682 0.47505 0.63362  -0.47
F -3.18648 0.52688 -0.47218  -0.34
F -1.84943 -0.85297 -1.55682  -0.33
F -3.07894 -1.62630 0.10455  -0.36
H 0.84481 1.39179 2.65849  0.22
H 0.99412 -2.03359 1.91810  0.22
H -0.84542 -2.55790 1.54902  0.27
H 0.43210 -0.59350 -1.71044  0.23
H 0.04802 1.01514 -2.44721  0.26
H 1.79669 0.42320 -2.40883  0.26

Computed properties:
Kohn-Sham gap (alpha / beta) = 9.013 / 7.825 eV
total energy = -695.8972 Ha
E_HOMO (alpha / beta) = -9.83 / -8.80 eV
molecular weight = 177.129 g mol⁻¹

# C20H40Cl8F2N6O18

A 12-piece molecular cluster, C20H40Cl8F2N6O18 overall in a non-equilibrium geometry (ωB97M-V with the def2-TZVPD basis set, the Open Molecules 2025 dataset).

Last column: Mulliken charge in e.
Element x y z (Å)
O 0.24668 -0.79439 7.71128  -0.51
C 0.20287 -0.14653 6.73321  0.52
O 0.41392 -0.60399 5.47039  -0.34
C 0.57186 0.54151 4.62075  0.25
C -0.32674 1.53046 5.35189  0.45
F -1.64395 1.23055 5.09024  -0.33
O -0.06018 1.20308 6.69075  -0.38
H 1.60806 0.86889 4.66651  0.28
H 0.23247 0.33303 3.61476  -0.32
H -0.14521 2.58708 5.19833  0.34
O 4.89051 -4.48937 -1.34358  -0.49
C 4.02457 -4.36586 -0.56479  0.58
O 3.80931 -3.27338 0.20221  -0.23
C 2.77117 -3.54802 1.13490  -0.06
C 2.56275 -5.05963 0.98219  0.22
F 1.23187 -5.38546 0.97077  -0.24
O 3.06954 -5.31680 -0.29424  -0.30
H 2.90823 -3.21328 2.16208  0.46
H 1.86553 -2.99522 0.85994  -0.14
H 3.04849 -5.63862 1.76866  0.21
C -0.87269 4.74523 2.22490  -0.95
N -0.84982 3.28843 1.89411  0.85
O -0.05638 2.58202 2.48722  -0.50
O -1.69464 2.87206 1.13145  -0.43
H -0.03374 4.93399 2.87743  0.34
H -1.86022 4.95267 2.62462  0.30
H -0.77559 5.25757 1.26986  0.34
C -0.07794 0.58739 -5.16234  -0.13
N 1.32065 1.05866 -5.30452  1.02
O 1.57921 2.15968 -4.84280  -0.57
O 2.12723 0.32540 -5.82278  -0.56
H -0.68486 1.45422 -4.92885  -0.10
H -0.09028 -0.08891 -4.31246  0.00
H -0.40548 0.10590 -6.07540  0.32
C 0.37447 -3.86566 -2.27457  0.05
N 0.68945 -3.54421 -3.66587  1.13
O 0.87140 -2.36029 -3.91398  -0.58
O 0.80672 -4.45015 -4.44919  -0.59
H 1.12628 -3.44694 -1.61725  -0.26
H 0.27994 -4.93129 -2.09299  0.29
H -0.57933 -3.44403 -1.97390  -0.01
C -3.51238 -2.73303 -2.12035  -0.43
N -3.03092 -3.07021 -3.47597  1.03
O -3.33709 -2.31359 -4.37119  -0.58
O -2.37525 -4.08635 -3.60771  -0.54
H -2.91633 -3.28497 -1.39918  -0.13
H -4.56692 -2.96798 -2.00333  0.38
H -3.41406 -1.66076 -1.96811  0.26
C -2.78186 -3.72519 2.26995  -0.88
N -2.16311 -3.56091 0.92290  0.67
O -1.86170 -2.43517 0.58646  -0.24
O -2.00807 -4.54909 0.23579  -0.49
H -3.84639 -3.54145 2.17251  0.27
H -2.29913 -2.98809 2.90464  0.31
H -2.59668 -4.72027 2.65540  0.32
C 3.09256 2.28818 -1.93954  0.00
N 2.46588 3.56781 -1.55142  1.05
O 1.90365 3.61549 -0.47272  -0.56
O 2.50489 4.47922 -2.35047  -0.56
H 3.90946 2.49032 -2.62771  0.40
H 2.35814 1.72931 -2.51242  -0.02
H 3.45776 1.74472 -1.06766  -0.36
Cl 2.67467 -0.37326 2.27942  0.17
C 4.44295 -0.41660 2.43572  -0.65
C 5.15497 0.39523 1.37354  -0.54
Cl 4.61653 2.08936 1.27412  -0.17
H 4.79183 -1.44859 2.38480  0.28
H 4.68884 -0.07375 3.43925  0.36
H 5.07973 -0.06754 0.39119  0.27
H 6.21727 0.43490 1.61299  0.43
Cl -2.66012 3.64735 -4.55213  -0.18
C -1.14143 4.24509 -3.86214  0.49
C -0.82194 5.64862 -4.29625  -0.51
Cl -0.60468 5.76271 -6.06770  -0.21
H -0.31211 3.57435 -4.10183  -0.30
H -1.16329 4.17070 -2.77167  0.08
H 0.08119 5.99504 -3.80076  0.31
H -1.64706 6.32436 -4.08787  0.37
Cl -0.89105 1.34858 -1.96678  0.11
C -1.10495 0.29935 -0.52993  0.64
C 0.21810 0.19243 0.16072  -0.25
Cl 1.32489 -0.94009 -0.64505  -0.15
H -1.50954 -0.65648 -0.84936  -0.16
H -1.85597 0.75420 0.10676  -0.59
H 0.01434 -0.21664 1.15405  -0.12
H 0.71417 1.14866 0.28977  0.53
Cl -5.00784 3.66534 2.88787  -0.21
C -5.31416 1.91108 2.91144  -0.48
C -4.10243 1.14169 2.43957  0.20
Cl -4.50196 -0.57375 2.20720  -0.20
H -6.14997 1.74428 2.23472  0.35
H -5.63429 1.60653 3.90411  0.34
H -3.30558 1.19815 3.17372  -0.05
H -3.74967 1.53491 1.49168  0.03

Computed properties:
Kohn-Sham gap = 9.801 eV
total energy = -6349.6780 Ha
SMILES = O=C1OC[C@@H](F)O1.O=C1OC[C@@H](F)O1.C[N+](=O)[O-].C[N+](=O)[O-].C[N+](=O)[O-].C[N+](=O)[O-].C[N+](=O)[O-].C[N+](=O)[O-].ClCCCl.ClCCCl.ClCCCl.ClCCCl
E_HOMO = -10.46 eV
molecular weight = 974.184 g mol⁻¹

# C33H30N8O4SSiSn

C33H30N8O4SSiSn as an isolated structure (ωB97M-V with the def2-TZVPD basis set, the Open Molecules 2025 dataset).

Last column: Mulliken charge in e.
Element x y z (Å)
Sn -0.90932 -0.35806 0.70073  1.71
O -2.18122 3.16877 2.59152  -0.78
C -2.10982 2.04995 2.10612  0.11
N -1.09306 1.18112 2.11553  0.43
C 0.09528 1.32441 2.85311  -0.16
C 0.58010 2.50252 3.39734  -0.68
C 1.75192 2.47158 4.14920  -0.72
C 2.41978 1.27989 4.35714  -0.75
C 1.94755 0.09279 3.80278  -0.41
C 0.79616 0.11143 3.03463  0.03
N 0.21978 -0.99140 2.36783  0.50
C 0.50336 -2.27507 2.60703  0.21
O 1.31838 -2.75473 3.38381  -0.77
C -0.37117 -3.20423 1.78911  0.59
C -0.29344 -4.57211 1.96630  -0.75
C -1.09389 -5.38640 1.18263  -0.35
C -1.92686 -4.81009 0.23545  -1.03
C -1.93819 -3.43344 0.11178  -0.08
N -1.19081 -2.65505 0.89210  0.15
C -3.33322 1.44974 1.44853  0.48
C -4.53634 2.13368 1.43348  -0.79
C -5.63815 1.51480 0.87020  -0.28
C -5.50094 0.24558 0.32542  -0.95
C -4.25814 -0.35606 0.35820  0.12
N -3.20639 0.23190 0.92678  0.17
H 0.03328 3.42049 3.24955  0.51
H 2.13048 3.39004 4.57928  0.41
H 3.32284 1.25919 4.95433  0.40
H 2.46326 -0.83836 3.97278  0.52
H 0.39850 -4.95331 2.70277  0.55
H -1.05864 -6.46191 1.29663  0.43
H -2.54705 -5.41228 -0.41293  0.44
H -2.52021 -2.92521 -0.64749  0.45
H -4.56942 3.12195 1.86860  0.54
H -6.59728 2.01559 0.85041  0.44
H -6.33662 -0.26682 -0.12923  0.45
H -4.08214 -1.32111 -0.09871  0.30
N 7.12461 0.17975 1.76835  -0.57
C 5.88193 0.03186 1.17214  1.09
C 5.54787 0.77798 0.03795  -0.82
C 4.32680 0.60349 -0.58160  -0.44
C 3.42444 -0.32056 -0.07109  -0.48
C 3.74586 -1.07739 1.04903  -0.24
C 4.96867 -0.90368 1.66417  -0.82
S 1.86412 -0.53987 -0.83433  1.51
O 2.00670 -0.31609 -2.24174  -0.74
O 1.32319 -1.80096 -0.36000  -0.73
N 0.82695 0.53823 -0.16981  0.11
C 0.69070 1.81932 -0.66428  0.06
N -0.55650 2.30166 -0.58409  -0.10
C -0.74411 3.54051 -1.01720  -0.17
C 0.27866 4.29377 -1.56590  -0.96
C 1.51862 3.67977 -1.63022  -0.31
N 1.74395 2.45329 -1.17793  -0.28
H 7.59837 1.04994 1.59409  0.21
H 7.19555 -0.12687 2.72393  0.22
H 6.25764 1.49478 -0.35797  0.30
H 4.05674 1.18424 -1.45283  0.47
H 3.04621 -1.81011 1.42659  0.44
H 5.22289 -1.49662 2.53511  0.29
H -1.74945 3.93701 -0.92109  0.51
H 0.12026 5.30040 -1.92206  0.43
H 2.37379 4.19767 -2.05198  0.48
C -3.58578 0.09734 -4.80817  -1.02
Si -1.92961 -0.61039 -4.30268  -0.03
C -0.51905 0.48407 -4.84058  -0.78
C -1.73302 -2.34468 -4.96917  -1.00
C -1.86925 -0.68636 -2.46317  0.00
C -1.60614 -0.68359 -1.27815  -0.71
H -3.68454 0.13374 -5.89553  0.33
H -3.70119 1.11242 -4.42294  0.30
H -4.40488 -0.50812 -4.41457  0.30
H -0.30746 0.36032 -5.90525  0.36
H 0.38282 0.24048 -4.27450  0.14
H -0.75388 1.53572 -4.66104  0.27
H -1.78119 -2.34785 -6.06060  0.32
H -2.51982 -3.00243 -4.59412  0.32
H -0.76985 -2.76196 -4.66950  0.30

Computed properties:
Kohn-Sham gap = 7.561 eV
total energy = -2916.6232 Ha
E_HOMO = -7.67 eV
molecular weight = 781.519 g mol⁻¹

# CH5N4O

An isolated ion of composition CH5N4O and charge +1 in a non-equilibrium geometry (ωB97M-V with the def2-TZVPD basis set, the Open Molecules 2025 dataset).

Last column: natural (NBO) charge in e.
Element x y z (Å)
H 1.44713 -0.08287 3.40743  0.38
N 1.23730 -0.56939 2.42387  -0.11
N 0.73948 0.18015 1.60170  -0.12
C 0.16206 -0.00060 0.42588  0.73
O -1.12522 -0.31753 0.61923  -0.62
N 0.43327 0.48198 -0.81523  -0.39
N -0.67623 0.09993 -1.67957  -0.70
H -1.60983 -0.73465 -0.27325  0.56
H 1.24074 0.22821 -1.36298  0.43
H -1.49107 0.75232 -1.63548  0.41
H -0.35760 -0.03755 -2.71159  0.42

Computed properties:
Kohn-Sham gap = 9.167 eV
total energy = -334.9628 Ha
SMILES = [H]/N=N/C(O)=[NH+]/N
total charge = +1
E_HOMO = -14.61 eV
molecular weight = 89.078 g mol⁻¹